{"formula": "C10H17BNO2P", "method": "wB97M-V/def2-TZVPD", "symbols": ["C", "C", "C", "C", "C", "P", "B", "O", "O", "C", "C", "C", "C", "C", "N", "H", "H", "H", "H", "H", "H", "H", "H", "H", "H", "H", "H", "H", "H", "H", "H", "H"], "positions_angstrom": [[-4.135778, -0.117433, 1.203027], [-3.418918, 1.115604, 0.646813], [-1.945669, 0.848237, 0.342484], [-1.071699, 0.833902, 1.590396], [0.427215, 0.862387, 1.291025], [1.059770, -0.796418, 0.758636], [2.821170, -0.810880, 1.527451], [3.956611, -0.961740, 0.778040], [2.937499, -0.652671, 2.907860], [1.404524, -0.757633, -1.042845], [0.910057, 0.244097, -1.874536], [1.206950, 0.200404, -3.224124], [1.966094, -0.863692, -3.684365], [2.381614, -1.825473, -2.777868], [2.125489, -1.792494, -1.474288], [-3.662086, -0.488118, 2.109330], [-5.167483, 0.135004, 1.441096], [-4.141081, -0.909036, 0.456680], [-3.508457, 1.936994, 1.356858], [-3.922919, 1.383656, -0.281365], [-1.847123, -0.112065, -0.169992], [-1.589219, 1.633207, -0.327847], [-1.310201, 1.722738, 2.182547], [-1.305006, -0.021721, 2.222248], [0.947073, 1.082892, 2.224433], [0.679945, 1.667637, 0.602683], [4.672261, -0.431387, 1.144439], [3.172742, -1.493605, 3.312988], [0.301615, 1.035689, -1.468130], [0.871546, 0.961118, -3.913128], [2.229755, -0.957546, -4.726341], [2.953708, -2.671651, -3.134204]], "forces_ev_per_a": [[0.0, 0.4, 0.0], [0.0, -0.7, -0.1], [-0.1, 0.1, 0.3], [0.0, 0.5, -0.1], [0.0, -0.3, 0.4], [-0.1, -0.6, -0.1], [0.4, 0.2, -0.1], [-0.3, 0.4, -0.3], [-0.4, 0.0, -0.2], [-0.1, 0.4, 0.6], [0.0, 0.0, -0.1], [0.2, -0.3, 0.0], [0.0, 0.1, 0.0], [0.1, -0.1, -0.1], [-0.2, 0.1, -0.3], [0.0, -0.1, 0.1], [-0.1, -0.1, 0.1], [0.0, -0.1, 0.0], [0.0, 0.2, -0.1], [-0.1, 0.3, 0.0], [0.0, 0.0, -0.2], [0.1, 0.0, -0.1], [0.0, 0.1, 0.0], [0.0, -0.1, 0.0], [0.1, 0.0, 0.0], [0.0, 0.0, -0.1], [0.2, -0.4, 0.3], [0.2, 0.1, 0.2], [0.0, 0.1, 0.0], [-0.1, 0.1, 0.0], [0.0, 0.0, -0.1], [0.1, -0.1, 0.0]], "total_charge": 0, "lumo_energy_ha": 0.0194, "homo_energy_ha": -0.2971, "energy_ha": -962.76661, "smiles": "CCCCCP(B(O)O)c1ccccn1", "gap_ev": 8.6}


{"formula": "C18H35BrNO6S4", "method": "wB97M-V/def2-TZVPD", "symbols": ["Br", "C", "C", "C", "N", "C", "S", "C", "C", "H", "H", "H", "H", "H", "H", "H", "H", "H", "H", "H", "C", "C", "C", "S", "O", "O", "C", "H", "H", "H", "H", "H", "H", "H", "H", "C", "C", "C", "S", "O", "O", "C", "H", "H", "H", "H", "H", "H", "H", "H", "C", "C", "C", "S", "O", "O", "C", "H", "H", "H", "H", "H", "H", "H", "H"], "positions_angstrom": [[4.363719, 0.747286, -1.580587], [4.808560, 2.657155, -1.925022], [3.477695, 3.430683, -1.788006], [2.563144, 3.207934, -3.050049], [1.246716, 2.772185, -2.565896], [0.975352, 1.527699, -2.380838], [-0.665438, 1.321786, -1.734394], [-0.751507, 3.103835, -1.241411], [0.199711, 3.769695, -2.277370], [5.196708, 2.777975, -2.940498], [5.558070, 2.964607, -1.196222], [3.681882, 4.495602, -1.607028], [2.977561, 3.045525, -0.889474], [2.506060, 4.164344, -3.571737], [3.046996, 2.422099, -3.637025], [1.617552, 0.670268, -2.571886], [-0.302019, 3.362359, -0.278175], [-1.819870, 3.304737, -1.335208], [0.636576, 4.707283, -1.919568], [-0.271625, 4.003136, -3.246261], [4.803840, -2.032434, 1.105428], [4.616265, -2.559247, 2.531983], [6.003259, -2.624050, 3.182652], [6.991523, -1.361051, 2.381766], [8.050988, -2.002664, 1.642236], [7.253763, -0.291413, 3.314879], [5.736439, -0.831580, 1.226365], [3.852529, -1.757763, 0.647808], [5.267263, -2.803451, 0.484557], [3.977516, -1.872398, 3.092254], [4.132344, -3.535210, 2.541083], [5.962516, -2.419773, 4.249975], [6.485092, -3.584645, 3.007608], [6.201019, -0.548498, 0.285817], [5.222297, 0.024446, 1.664732], [-2.568208, -2.729138, 0.073504], [-2.725476, -3.253404, 1.505258], [-1.333400, -3.260434, 2.148680], [-0.402570, -1.965938, 1.332152], [0.681311, -2.569409, 0.588921], [-0.172455, -0.879764, 2.257263], [-1.683513, -1.493189, 0.183009], [-3.529139, -2.495078, -0.381189], [-2.077745, -3.486062, -0.544721], [-3.387038, -2.587533, 2.065196], [-3.170000, -4.248092, 1.524271], [-1.374615, -3.050475, 3.215124], [-0.815662, -4.202891, 1.976674], [-1.236263, -1.199715, -0.761990], [-2.228958, -0.656468, 0.618202], [-7.603813, 0.525207, 0.331479], [-7.308350, 1.400426, -0.890964], [-5.785386, 1.460944, -1.053306], [-5.148169, -0.064214, -0.359454], [-4.356215, 0.253790, 0.807436], [-4.636822, -0.896608, -1.424405], [-6.722332, -0.709765, 0.180194], [-8.657490, 0.257648, 0.392556], [-7.339072, 1.063381, 1.244912], [-7.755305, 0.948528, -1.779150], [-7.731339, 2.398553, -0.784820], [-5.490791, 1.527271, -2.098831], [-5.354575, 2.289196, -0.491500], [-6.593000, -1.264963, 1.107158], [-7.096102, -1.368267, -0.604150]], "forces_ev_per_a": [[0.4, 0.6, -0.4], [-0.9, 0.2, 0.0], [0.5, -0.2, 0.1], [1.2, 0.3, 1.6], [1.1, -0.2, -0.7], [-2.7, 0.4, 0.9], [1.5, 0.1, 0.3], [1.0, -0.1, -1.3], [-1.0, 0.0, -0.3], [0.1, -0.4, 0.2], [-0.2, -0.2, -0.1], [0.0, -0.2, -0.2], [0.0, 0.2, -0.2], [-0.4, -0.4, -0.3], [-0.5, 0.2, -0.2], [0.1, 0.4, -0.2], [-0.6, -0.8, 0.3], [0.4, 0.6, 0.1], [0.1, -0.4, 0.1], [0.0, -0.2, 0.3], [0.0, -0.1, 0.0], [-0.1, 0.0, 0.0], [-0.4, -0.3, 0.1], [0.0, 0.1, 0.2], [0.0, 0.2, 0.1], [0.2, -0.2, -0.2], [-0.3, -0.1, -0.2], [0.0, 0.0, 0.0], [0.0, 0.0, 0.0], [0.0, 0.0, 0.0], [0.0, 0.0, 0.0], [0.2, 0.0, 0.0], [0.1, 0.1, 0.0], [0.2, 0.0, 0.1], [0.1, 0.0, 0.0], [0.0, -0.2, 0.1], [0.0, 0.1, 0.0], [-0.3, -0.3, 0.2], [-0.3, 0.1, 0.1], [0.2, 0.2, 0.1], [0.4, -0.1, -0.2], [-0.3, -0.1, -0.2], [0.2, 0.0, 0.0], [0.0, 0.0, 0.0], [0.0, 0.0, 0.0], [0.0, 0.0, 0.0], [0.2, 0.1, 0.0], [0.1, 0.1, 0.0], [0.1, -0.1, 0.1], [0.0, 0.0, 0.0], [0.1, 0.1, 0.0], [-0.1, 0.0, 0.0], [-0.2, 0.4, -0.2], [-0.7, 0.0, -0.1], [0.2, -0.1, -0.2], [0.3, 0.2, 0.2], [-0.3, 0.0, 0.2], [0.0, 0.0, 0.0], [0.0, -0.1, 0.0], [0.0, 0.0, 0.0], [0.0, 0.0, 0.0], [0.1, -0.1, 0.1], [0.1, -0.1, 0.1], [0.2, 0.0, -0.1], [0.1, 0.0, 0.0]], "total_charge": 1, "lumo_energy_ha": -0.1495, "homo_energy_ha": -0.4294, "energy_ha": -5379.53322, "gap_ev": 7.6}


{"formula": "C4H7O2S4", "method": "wB97M-V/def2-TZVPD", "symbols": ["C", "C", "C", "C", "O", "O", "S", "S", "S", "S", "H", "H", "H", "H", "H", "H", "H"], "positions_angstrom": [[-1.045190, -1.035874, 0.559612], [2.027087, -0.290813, -0.145882], [-1.496454, -0.097972, -0.300969], [1.286329, 1.045131, -0.038532], [-0.775945, -0.769601, 1.795365], [-0.447142, -2.245779, 0.186357], [-2.252760, 1.320281, 0.479511], [-1.708106, -0.438960, -2.071623], [0.890198, 1.884759, -1.445814], [0.955002, 1.697444, 1.551668], [2.556439, -0.177817, -1.001051], [2.569870, -0.458641, 0.681839], [1.291981, -1.036439, -0.238668], [-0.901391, 1.861489, 0.966678], [-0.539438, -2.190683, -0.754274], [-1.437458, 0.860500, -2.393736], [-0.973022, 0.072971, 2.169515]], "forces_ev_per_a": [[1.5, 0.3, -1.7], [-3.1, 2.4, -0.3], [-1.5, -0.5, -0.1], [-0.2, 1.0, 0.5], [0.4, -3.0, 2.1], [-1.2, 1.3, 1.3], [1.3, 0.4, -0.2], [-0.1, 0.8, 1.0], [0.4, -0.4, 0.6], [0.4, -0.3, -0.9], [2.0, -0.3, -2.6], [2.1, -0.6, 2.9], [-0.7, -1.1, -0.2], [-1.2, -0.3, -0.5], [0.1, -0.5, -1.4], [0.2, -0.6, 0.0], [-0.4, 1.3, -0.5]], "total_charge": -1, "relative_energy_ev": 1.1005, "lumo_energy_ha": 0.1101, "homo_energy_ha": -0.1446, "energy_ha": -1899.85360, "gap_ev": 6.9}


{"formula": "C17H41BO21P3S5", "method": "wB97M-V/def2-TZVPD", "symbols": ["C", "C", "P", "C", "B", "P", "O", "P", "C", "C", "C", "C", "H", "H", "H", "H", "H", "H", "H", "H", "H", "H", "H", "H", "H", "H", "H", "H", "H", "H", "H", "H", "H", "C", "C", "O", "S", "O", "O", "O", "H", "H", "H", "H", "C", "C", "O", "S", "O", "O", "O", "H", "H", "H", "H", "C", "C", "O", "S", "O", "O", "O", "H", "H", "H", "H", "C", "C", "O", "S", "O", "O", "O", "H", "H", "H", "H", "C", "C", "O", "S", "O", "O", "O", "H", "H", "H", "H"], "positions_angstrom": [[0.883800, 2.372293, 0.210732], [-0.489752, 2.295243, 0.907721], [-0.703148, 0.689077, 1.804899], [-2.451869, 0.895126, 2.388985], [-0.890374, -0.785180, 0.461262], [-0.588104, -0.268532, -1.362921], [-1.207748, -1.073600, -2.481918], [0.232672, -2.341125, 0.913680], [1.983135, -1.823969, 0.504605], [2.931956, -1.373601, 1.626357], [0.167250, -2.421265, 2.757235], [-1.150151, -3.072688, 3.193579], [1.460983, 1.452327, 0.352418], [0.789354, 2.527156, -0.867233], [1.479763, 3.199173, 0.602256], [-0.559455, 3.078803, 1.670536], [-1.309305, 2.495497, 0.205530], [-2.487450, 1.288638, 3.406946], [-2.940431, -0.081180, 2.361428], [-3.019917, 1.557179, 1.727194], [-2.041444, -1.157593, 0.441144], [-0.989703, 1.085128, -1.494927], [0.803889, -0.102391, -1.593705], [2.423875, -2.668756, -0.031179], [1.911834, -1.008860, -0.215905], [2.969667, -0.285912, 1.700938], [3.956285, -1.690011, 1.391718], [2.683168, -1.793056, 2.600646], [0.244891, -1.428068, 3.215922], [1.014917, -3.014577, 3.112841], [-1.206809, -3.164995, 4.282268], [-2.006557, -2.475151, 2.867848], [-1.265780, -4.059955, 2.738269], [-2.615855, -0.789877, -5.762998], [-2.775669, 0.313563, -4.745309], [-3.129556, 1.469247, -5.552810], [-3.962891, 1.031683, -6.811930], [-5.357219, 1.222110, -6.596941], [-3.361616, 1.594830, -7.968070], [-3.669455, -0.527116, -6.729809], [-1.659839, -0.736488, -6.284050], [-2.755735, -1.776458, -5.333015], [-1.865456, 0.507456, -4.188342], [-3.584346, 0.104700, -4.045824], [-6.652166, -0.733686, -4.593329], [-7.957777, -1.487784, -4.447058], [-7.605481, -2.629521, -3.657634], [-6.463746, -2.240050, -2.605145], [-7.048684, -1.936387, -1.351160], [-5.433572, -3.202138, -2.720165], [-6.038507, -0.868289, -3.298978], [-6.004235, -1.188789, -5.343128], [-6.784862, 0.317704, -4.822710], [-8.359341, -1.833402, -5.395387], [-8.708535, -0.899853, -3.915417], [2.742506, -0.685862, -4.985490], [1.900131, -1.573072, -4.086423], [2.891509, -2.255600, -3.297543], [4.112072, -1.292079, -2.985433], [3.937975, -0.661642, -1.729977], [5.308128, -1.994328, -3.286246], [3.797431, -0.218167, -4.126328], [3.184491, -1.247111, -5.810552], [2.203255, 0.177915, -5.364453], [1.325144, -2.318761, -4.626492], [1.242202, -1.007334, -3.429299], [6.633473, -0.496993, 5.731989], [6.150061, -1.503070, 4.702859], [4.724436, -1.341423, 4.726997], [4.347066, 0.175290, 4.983959], [4.116727, 0.864338, 3.770825], [3.406034, 0.234538, 6.044124], [5.785551, 0.640293, 5.518286], [6.495483, -0.860692, 6.751424], [7.664060, -0.188967, 5.579142], [6.377324, -2.532183, 4.964315], [6.519413, -1.278429, 3.701493], [2.161851, 3.326292, 4.900542], [1.999941, 4.456375, 5.898610], [1.403737, 5.510320, 5.131014], [0.420633, 4.884998, 4.032907], [-0.915514, 4.915109, 4.507911], [0.746841, 5.478395, 2.787056], [0.955853, 3.399892, 4.120485], [3.019567, 3.478814, 4.245345], [2.231898, 2.358392, 5.387810], [2.945400, 4.816185, 6.295324], [1.330424, 4.181937, 6.715859]], "forces_ev_per_a": [[-0.1, 0.1, 0.0], [0.1, 0.2, 0.0], [0.1, -0.2, -0.1], [-0.1, -0.1, -0.1], [0.1, 0.3, 0.2], [-0.5, -0.1, 0.3], [0.1, -0.1, -0.6], [-0.1, -0.4, -0.5], [0.1, 0.1, 0.3], [0.3, 0.0, -0.3], [-0.2, 0.1, 0.2], [0.0, 0.1, -0.1], [0.0, 0.1, 0.0], [0.0, 0.0, 0.1], [0.0, -0.1, 0.0], [0.0, -0.1, -0.1], [0.1, -0.1, 0.0], [0.0, 0.0, -0.1], [0.0, 0.1, 0.1], [0.0, 0.0, 0.0], [0.0, 0.1, 0.0], [0.1, 0.1, 0.0], [0.0, 0.2, 0.0], [0.0, 0.1, 0.0], [0.1, -0.2, 0.0], [-0.2, -0.1, 0.2], [0.0, 0.0, 0.0], [0.0, 0.1, 0.0], [0.1, -0.1, -0.1], [-0.1, -0.1, 0.0], [0.0, 0.0, 0.0], [0.1, 0.0, 0.0], [0.0, 0.0, 0.1], [0.2, 0.0, -0.1], [-0.1, -0.2, 0.3], [0.1, 0.0, 0.1], [0.0, 0.0, -0.1], [-0.1, 0.0, 0.0], [0.0, 0.0, -0.1], [0.0, -0.2, 0.2], [0.0, 0.0, 0.0], [-0.1, 0.0, 0.0], [0.0, 0.1, 0.0], [0.0, 0.0, 0.0], [0.0, -0.1, -0.2], [-0.1, 0.2, 0.0], [0.0, -0.1, -0.1], [0.0, 0.0, -0.1], [0.0, 0.0, 0.1], [0.1, -0.1, 0.0], [0.0, 0.1, 0.0], [0.0, 0.0, 0.0], [0.1, 0.0, 0.1], [0.0, -0.1, 0.0], [0.0, 0.0, 0.0], [0.0, -0.1, 0.0], [-0.1, 0.2, 0.0], [0.1, -0.2, 0.0], [-0.4, -0.1, 0.0], [0.2, 0.2, 0.1], [0.2, 0.0, 0.0], [0.0, 0.0, -0.1], [0.0, 0.0, 0.0], [0.0, 0.1, 0.1], [0.0, -0.1, 0.0], [-0.1, 0.0, 0.0], [0.0, 0.0, 0.0], [0.1, 0.0, -0.1], [0.0, -0.1, 0.1], [0.1, 0.2, 0.0], [-0.1, 0.1, -0.1], [-0.1, 0.0, 0.1], [0.1, -0.1, 0.0], [0.0, 0.0, 0.0], [0.0, 0.1, 0.0], [-0.1, 0.0, 0.0], [0.0, 0.0, 0.0], [0.2, 0.1, 0.1], [0.0, -0.1, 0.1], [0.1, 0.0, 0.0], [0.0, 0.1, 0.0], [-0.1, 0.0, 0.0], [0.0, 0.0, -0.1], [0.0, -0.1, 0.1], [0.0, 0.0, 0.0], [-0.2, -0.1, -0.2], [0.0, 0.1, 0.0], [0.0, 0.0, 0.0]], "total_charge": -1, "lumo_energy_ha": 0.0612, "homo_energy_ha": -0.1433, "energy_ha": -5292.21115, "gap_ev": 5.6}